(1)
This record from the Open Molecules 2025 dataset describes a structure of composition C57H68ClN6O3SScSe at a distorted geometry. The level of theory is wB97M-V/def2-TZVPD.

Summary:
E_HOMO = -0.2021 Eh
HOMO-LUMO gap = 3.42 eV

Positions of all 138 atoms, in Å:
Sc (-0.9776, -0.7719, 1.3722)
Cl (1.6087, 4.9371, 5.2629)
C (1.0671, 3.7556, 4.0996)
C (1.8625, 3.4824, 2.9771)
C (1.4564, 2.5642, 2.0443)
C (0.2424, 1.8632, 2.1995)
O (-0.1302, 1.0033, 1.3008)
C (-0.5356, 2.1276, 3.3473)
C (-1.7336, 1.3987, 3.6437)
N (-2.1483, 0.3459, 3.0242)
C (-3.3188, -0.2993, 3.4730)
C (-4.4069, 0.3110, 4.0284)
C (-5.5116, -0.4540, 4.4755)
C (-5.5254, -1.8115, 4.3513)
C (-4.4294, -2.4696, 3.7359)
C (-4.3793, -3.8664, 3.5189)
C (-3.3107, -4.4171, 2.8760)
C (-2.2831, -3.5666, 2.4228)
N (-2.2909, -2.2723, 2.6195)
C (-3.3428, -1.7087, 3.2822)
C (-0.1157, 3.0990, 4.2783)
H (2.7918, 4.0215, 2.8460)
H (2.0325, 2.3777, 1.1481)
H (-2.3018, 1.7493, 4.5091)
H (-4.4339, 1.3900, 4.1105)
H (-6.3556, 0.0563, 4.9207)
H (-6.3678, -2.3965, 4.6982)
H (-5.2010, -4.4845, 3.8616)
H (-3.2473, -5.4793, 2.6878)
H (-1.4452, -3.9653, 1.8619)
H (-0.7261, 3.3051, 5.1495)
C (5.9958, -1.6343, -0.5274)
C (5.8273, -1.6458, 0.9897)
C (6.3839, -2.9704, 1.5317)
C (6.6283, -0.4759, 1.5809)
C (4.3657, -1.4996, 1.3962)
C (3.3546, -1.3503, 0.5132)
C (2.0102, -1.2431, 0.9961)
N (0.9018, -1.2465, 0.2813)
C (0.6681, -1.2793, -1.0283)
C (1.4804, -0.7304, -2.0525)
C (1.1155, -0.8951, -3.3475)
C (-0.0101, -1.7443, -3.6009)
C (-0.8521, -2.2945, -2.6735)
C (-0.5923, -1.9698, -1.2937)
O (-1.3222, -2.2777, -0.3001)
C (-1.9849, -3.2080, -3.1692)
C (-1.3524, -4.4841, -3.7433)
C (-2.9808, -3.6237, -2.0813)
C (-2.7784, -2.5070, -4.2805)
C (1.8562, -0.1531, -4.4617)
C (3.3489, -0.5043, -4.4156)
C (1.6781, 1.3570, -4.2401)
C (1.3211, -0.5069, -5.8495)
C (1.7126, -1.2894, 2.4204)
O (0.4992, -1.2431, 2.7861)
C (2.8061, -1.4230, 3.3510)
C (4.0480, -1.5185, 2.8071)
C (2.5431, -1.4161, 4.8540)
C (3.8436, -1.5132, 5.6504)
C (1.6588, -2.6159, 5.2258)
C (1.8412, -0.1064, 5.2516)
H (7.0498, -1.7690, -0.7762)
H (5.4365, -2.4427, -1.0028)
H (5.6709, -0.6863, -0.9620)
H (7.4393, -3.0673, 1.2687)
H (6.3072, -3.0340, 2.6179)
H (5.8462, -3.8204, 1.1065)
H (7.6830, -0.5707, 1.3137)
H (6.2615, 0.4781, 1.1976)
H (6.5644, -0.4460, 2.6698)
H (3.5257, -1.3621, -0.5522)
H (2.3081, -0.0919, -1.7707)
H (-0.2328, -1.9542, -4.6391)
H (-0.7705, -5.0063, -2.9808)
H (-2.1315, -5.1609, -4.1026)
H (-0.6873, -4.2597, -4.5797)
H (-2.5040, -4.1842, -1.2790)
H (-3.4699, -2.7608, -1.6324)
H (-3.7434, -4.2563, -2.5444)
H (-2.1698, -2.2979, -5.1614)
H (-3.6055, -3.1457, -4.5999)
H (-3.1957, -1.5646, -3.9239)
H (3.7963, -0.2332, -3.4572)
H (3.5042, -1.5743, -4.5718)
H (3.8859, 0.0385, -5.1964)
H (2.0677, 1.6741, -3.2717)
H (2.2022, 1.9184, -5.0170)
H (0.6232, 1.6369, -4.2697)
H (1.4406, -1.5692, -6.0770)
H (0.2655, -0.2464, -5.9557)
H (1.8750, 0.0567, -6.6021)
H (4.8834, -1.6195, 3.4865)
H (4.3699, -2.4532, 5.4657)
H (4.5207, -0.6848, 5.4295)
H (3.6097, -1.4707, 6.7151)
H (2.1543, -3.5549, 4.9676)
H (1.4752, -2.6162, 6.3030)
H (0.6982, -2.5750, 4.7148)
H (2.4378, 0.7620, 4.9606)
H (0.8629, -0.0145, 4.7854)
H (1.7115, -0.0793, 6.3361)
C (-6.2910, -2.2164, -0.4685)
C (-5.7269, -1.0657, 0.3626)
C (-4.4731, -0.4787, -0.2024)
N (-3.3651, -0.3713, 0.4346)
N (-2.3509, 0.2269, -0.2663)
C (-2.7039, 0.5650, -1.4813)
N (-1.8827, 1.1327, -2.3745)
S (-4.3740, 0.2029, -1.7981)
H (-7.1964, -2.6106, -0.0071)
H (-5.5682, -3.0280, -0.5524)
H (-6.5482, -1.8930, -1.4788)
H (-5.4888, -1.4021, 1.3742)
H (-6.4711, -0.2716, 0.4613)
H (-1.1763, 1.7760, -1.9317)
H (-2.3132, 1.5241, -3.1976)
C (-0.3096, 7.6150, -5.2656)
C (-0.4601, 6.6519, -4.1153)
C (0.6193, 6.3112, -3.3104)
C (0.5056, 5.4059, -2.2599)
C (1.7288, 5.0986, -1.4395)
C (-0.7347, 4.8009, -1.9722)
Se (-0.8685, 3.5321, -0.5399)
C (-1.8337, 5.1451, -2.7831)
C (-3.2082, 4.5543, -2.5753)
C (-1.6772, 6.0553, -3.8274)
H (0.5925, 8.2183, -5.1567)
H (-1.1614, 8.2945, -5.3292)
H (-0.2398, 7.0915, -6.2227)
H (1.5865, 6.7671, -3.5050)
H (2.6077, 5.5882, -1.8628)
H (1.8969, 4.0205, -1.3848)
H (1.5990, 5.4292, -0.4057)
H (-3.2561, 4.0047, -1.6375)
H (-3.4669, 3.8720, -3.3941)
H (-3.9692, 5.3383, -2.5668)
H (-2.5462, 6.3099, -4.4305)


(2)
This record from the Open Molecules 2025 dataset describes a structure of composition C57H69BrN6O7S2ScSiTe. The level of theory is wB97M-V/def2-TZVPD.

Summary:
E_HOMO (alpha / beta) = -0.2183 / -0.2632 Eh
HOMO-LUMO gap (alpha / beta) = 6.02 / 6.63 eV
2S+1 = 2

Positions of all 145 atoms, in Å:
Sc (-0.0035, -0.3900, -1.0522)
N (-2.0175, -2.7550, 2.3124)
C (-1.1919, -2.4881, 1.2921)
N (-1.4326, -1.6420, 0.3487)
C (-2.6772, -0.9664, 0.3425)
N (-3.0311, -0.2617, -0.6673)
N (-2.0531, -0.1767, -1.6234)
C (-2.3823, 0.4272, -2.7654)
C (-1.3239, 0.6418, -3.6645)
C (-1.4743, 1.2083, -4.9485)
C (-0.3743, 1.3804, -5.7408)
C (0.8945, 0.9999, -5.2606)
C (0.9862, 0.4706, -3.9986)
N (-0.0820, 0.2755, -3.2024)
C (-3.5141, -1.0521, 1.5415)
C (-4.6254, -0.2355, 1.7449)
C (-5.3663, -0.3475, 2.9062)
C (-5.0033, -1.2732, 3.8835)
C (-3.8993, -2.0851, 3.7007)
C (-3.1616, -1.9676, 2.5301)
H (-1.6715, -3.3329, 3.0622)
H (-0.2562, -3.0357, 1.2811)
H (-3.3942, 0.7669, -2.9464)
H (-2.4630, 1.4938, -5.2836)
H (-0.4770, 1.8121, -6.7283)
H (1.7872, 1.1314, -5.8550)
H (1.9450, 0.1968, -3.5759)
H (-4.8775, 0.4878, 0.9808)
H (-6.2280, 0.2889, 3.0586)
H (-5.5804, -1.3537, 4.7954)
H (-3.5987, -2.7959, 4.4617)
O (3.5497, -1.0893, 0.1336)
S (3.3929, -0.1135, -0.9116)
O (4.0403, -0.3875, -2.1704)
O (1.9385, 0.1987, -1.1555)
C (3.9712, 1.4749, -0.3416)
C (4.4476, 2.3369, -1.3246)
C (4.7974, 3.6373, -1.0008)
C (4.6798, 4.0852, 0.3079)
C (4.2328, 3.2229, 1.2923)
C (3.8713, 1.9222, 0.9721)
S (3.4163, 0.9091, 2.4138)
O (4.3110, 1.3502, 3.4814)
O (1.9896, 1.7284, 2.7939)
O (0.8686, -0.2028, 1.4749)
H (4.5346, 1.9727, -2.3389)
H (5.1661, 4.3008, -1.7728)
H (4.9453, 5.1034, 0.5631)
H (4.1626, 3.5387, 2.3258)
C (-6.2645, 6.4063, 5.3466)
C (-5.3781, 5.5841, 4.4505)
C (-5.1760, 5.9326, 3.1224)
C (-4.3558, 5.1869, 2.2812)
C (-4.2066, 5.6217, 0.8482)
C (-3.6981, 4.0603, 2.7970)
Te (-2.5286, 2.8289, 1.5217)
N (1.1283, 2.1271, 1.7226)
C (0.5661, 1.1192, 1.1634)
O (-0.2817, 1.1980, 0.1927)
C (0.5962, -0.6920, 2.7387)
C (-0.4050, -0.1561, 3.5311)
C (-0.7068, -0.7859, 4.7294)
C (-0.0276, -1.9365, 5.1166)
C (0.9869, -2.4426, 4.3105)
C (1.3108, -1.8162, 3.1139)
C (-1.0545, 4.2390, 0.9449)
C (-0.1794, 4.7783, 1.8914)
C (-0.2776, 4.4646, 3.3573)
C (0.8713, 5.5782, 1.4502)
C (1.0900, 5.8283, 0.1049)
C (2.2575, 6.6596, -0.3552)
C (0.2093, 5.2771, -0.8154)
C (-0.8654, 4.4878, -0.4224)
C (-1.7553, 3.9083, -1.4895)
C (-3.8801, 3.6953, 4.1380)
C (-3.2087, 2.5005, 4.7706)
C (-4.7236, 4.4623, 4.9369)
H (-6.8460, 7.1270, 4.7723)
H (-5.6720, 6.9615, 6.0768)
H (-6.9587, 5.7743, 5.9024)
H (-5.6788, 6.8066, 2.7216)
H (-4.8726, 6.4557, 0.6286)
H (-4.4378, 4.8008, 0.1664)
H (-3.1825, 5.9328, 0.6340)
H (-0.9397, 0.7333, 3.2125)
H (-1.4888, -0.3768, 5.3575)
H (-0.2650, -2.4181, 6.0567)
H (1.5413, -3.3195, 4.6210)
H (2.1085, -2.1675, 2.4690)
H (-0.1787, 3.3861, 3.5074)
H (-1.2321, 4.7807, 3.7813)
H (0.5224, 4.9579, 3.9086)
H (1.5577, 5.9866, 2.1852)
H (2.8933, 6.9446, 0.4835)
H (1.9222, 7.5743, -0.8488)
H (2.8676, 6.1064, -1.0728)
H (0.3645, 5.4578, -1.8749)
H (-1.5027, 4.3247, -2.4653)
H (-2.8096, 4.1046, -1.2865)
H (-1.6371, 2.8264, -1.5410)
H (-2.2337, 2.3061, 4.3265)
H (-3.8136, 1.5951, 4.6414)
H (-3.0776, 2.6640, 5.8406)
H (-4.8613, 4.1759, 5.9753)
C (4.5019, -3.6145, -2.9573)
C (3.2773, -4.0154, -3.7940)
C (3.7262, -5.0695, -4.8234)
C (2.8211, -2.7419, -4.5267)
Si (1.8886, -4.7525, -2.7193)
Br (0.8223, -2.9075, -1.7996)
C (0.4600, -5.5752, -3.6806)
C (0.8782, -6.9993, -4.0919)
C (0.1236, -4.7718, -4.9468)
C (-0.8425, -5.6635, -2.8661)
C (2.4850, -5.7051, -1.1803)
C (3.4616, -6.8142, -1.6184)
C (3.1961, -4.7901, -0.1682)
C (1.3090, -6.3606, -0.4437)
H (5.2357, -3.1579, -3.6300)
H (4.9871, -4.4663, -2.4829)
H (4.2605, -2.8683, -2.2005)
H (4.5878, -4.6751, -5.3714)
H (2.9542, -5.3023, -5.5566)
H (4.0422, -6.0048, -4.3545)
H (3.6089, -2.4435, -5.2269)
H (2.6878, -1.9215, -3.8206)
H (1.9003, -2.8607, -5.0947)
H (1.8002, -7.0188, -4.6747)
H (0.0877, -7.4325, -4.7137)
H (1.0052, -7.6548, -3.2290)
H (0.9483, -4.7289, -5.6564)
H (-0.1794, -3.7497, -4.7079)
H (-0.7194, -5.2540, -5.4527)
H (-0.7471, -6.2791, -1.9759)
H (-1.6113, -6.1206, -3.4990)
H (-1.2067, -4.6810, -2.5675)
H (4.3590, -6.4149, -2.0889)
H (3.0068, -7.5305, -2.3057)
H (3.7822, -7.3708, -0.7315)
H (4.0983, -4.3317, -0.5622)
H (3.4848, -5.3961, 0.6980)
H (2.5556, -3.9830, 0.1883)
H (0.8454, -7.1582, -1.0244)
H (0.5372, -5.6345, -0.1769)
H (1.6801, -6.8061, 0.4854)


(3)
This record from the Open Molecules 2025 dataset describes a structure of composition C57H70N11O6P3S3Se2Sr at a distorted geometry. The level of theory is wB97M-V/def2-TZVPD.

Summary:
E_HOMO = -0.0934 Eh
HOMO-LUMO gap = 6.05 eV
Total charge = -2

Positions of all 153 atoms, in Å:
Sr (-0.3297, 1.2241, -0.5463)
N (-1.4608, 3.1996, 0.9414)
C (-0.8419, 4.0292, 1.8782)
C (-1.5315, 4.8596, 2.7201)
C (-0.8393, 5.6612, 3.6627)
C (0.5202, 5.6324, 3.7436)
C (1.2582, 4.7614, 2.8956)
C (2.6707, 4.6630, 2.9281)
C (3.2983, 3.7766, 2.1121)
C (2.5135, 2.9567, 1.2668)
N (1.2132, 3.0230, 1.1953)
C (0.5837, 3.9453, 1.9799)
H (-2.4671, 3.3143, 0.8555)
H (-1.1026, 3.3570, -0.0042)
H (-2.6093, 4.9174, 2.6418)
H (-1.4083, 6.3202, 4.3064)
H (1.0586, 6.2620, 4.4400)
H (3.2264, 5.3105, 3.5972)
H (4.3742, 3.6849, 2.0827)
H (3.0099, 2.2290, 0.6369)
Se (-5.6203, -4.2133, 1.0283)
P (-4.2883, -3.1872, 2.3041)
C (-5.2226, -2.1167, 3.4369)
C (-5.1860, -2.2791, 4.8113)
C (-5.9450, -1.4542, 5.6333)
C (-6.7340, -0.4613, 5.0792)
C (-6.7661, -0.2952, 3.6981)
C (-6.0209, -1.1217, 2.8796)
C (-3.3385, -4.3104, 3.3869)
C (-1.9884, -4.1138, 3.6433)
C (-1.2831, -5.0032, 4.4400)
C (-1.9275, -6.0953, 5.0011)
C (-3.2805, -6.2928, 4.7573)
C (-3.9779, -5.4104, 3.9503)
C (-3.0757, -2.0104, 1.6556)
C (-2.4178, -1.6641, 0.4738)
N (-1.5916, -0.6520, 0.7891)
N (-1.6946, -0.4310, 2.0841)
N (-2.5901, -1.2137, 2.6335)
P (-2.6242, -2.4777, -1.1233)
Se (-1.0819, -2.4511, -2.5864)
C (-4.2328, -1.8933, -1.7009)
C (-4.8963, -2.5051, -2.7604)
C (-6.1095, -2.0026, -3.1968)
C (-6.6438, -0.8631, -2.6099)
C (-5.9517, -0.2114, -1.6052)
C (-4.7471, -0.7245, -1.1483)
C (-2.6788, -4.2239, -0.6013)
C (-3.3659, -5.1960, -1.3234)
C (-3.2499, -6.5325, -0.9959)
C (-2.4219, -6.9346, 0.0464)
C (-1.7108, -5.9770, 0.7471)
C (-1.8393, -4.6341, 0.4171)
H (-4.5479, -3.0326, 5.2557)
H (-5.9044, -1.5827, 6.7073)
H (-7.3182, 0.1874, 5.7190)
H (-7.3711, 0.4862, 3.2583)
H (-6.0574, -0.9926, 1.8048)
H (-1.4858, -3.2526, 3.2304)
H (-0.2283, -4.8347, 4.6185)
H (-1.3768, -6.7893, 5.6236)
H (-3.7899, -7.1452, 5.1873)
H (-5.0227, -5.5870, 3.7223)
H (-4.4564, -3.3400, -3.2852)
H (-6.6278, -2.4878, -4.0134)
H (-7.5827, -0.4620, -2.9714)
H (-6.3182, 0.7171, -1.1904)
H (-4.1869, -0.1841, -0.3992)
H (-4.0298, -4.9182, -2.1265)
H (-3.8219, -7.2666, -1.5491)
H (-2.3397, -7.9824, 0.3066)
H (-1.0604, -6.2604, 1.5654)
H (-1.2613, -3.9064, 0.9753)
C (0.9484, 0.8326, 3.5290)
N (1.0646, -0.5971, 3.3317)
C (0.3160, -1.3838, 4.2860)
C (1.5182, -1.0814, 2.1502)
N (1.6324, -0.3204, 1.0966)
C (2.8247, -0.4699, 0.3579)
C (4.0339, -0.5804, 1.0514)
C (5.2643, -0.5546, 0.4176)
C (5.3050, -0.3503, -0.9537)
C (4.1186, -0.2150, -1.6527)
C (2.8652, -0.3269, -1.0446)
N (1.6882, -0.1660, -1.8017)
C (1.7411, -0.6310, -3.0333)
N (1.1450, 0.0271, -4.0447)
C (0.6961, -0.6248, -5.2607)
C (0.6108, 1.3699, -3.8838)
N (2.3719, -1.8112, -3.4180)
C (3.3582, -1.7973, -4.4700)
C (2.4350, -2.9279, -2.5160)
N (1.8312, -2.4372, 2.1734)
C (1.7991, -3.1803, 0.9410)
C (2.6955, -2.9872, 3.1905)
H (1.7650, 1.3413, 3.0308)
H (1.0073, 1.0213, 4.6038)
H (-0.0079, 1.2052, 3.1557)
H (-0.7028, -1.0043, 4.3714)
H (0.8022, -1.3394, 5.2674)
H (0.2725, -2.4214, 3.9717)
H (3.9866, -0.6367, 2.1335)
H (6.1751, -0.6281, 0.9972)
H (6.2479, -0.2440, -1.4744)
H (4.1535, 0.0402, -2.7027)
H (0.7471, -1.7057, -5.1568)
H (1.3032, -0.3125, -6.1171)
H (-0.3395, -0.3310, -5.4393)
H (-0.4471, 1.3089, -3.6296)
H (0.7027, 1.8894, -4.8404)
H (1.1725, 1.9308, -3.1422)
H (3.3231, -0.8483, -4.9992)
H (3.1891, -2.5999, -5.1958)
H (4.3672, -1.9136, -4.0509)
H (1.5353, -2.9362, -1.9094)
H (3.3262, -2.9059, -1.8752)
H (2.4420, -3.8498, -3.1047)
H (1.0935, -2.7066, 0.2607)
H (1.4568, -4.2009, 1.1420)
H (2.7790, -3.2241, 0.4519)
H (2.7582, -2.3113, 4.0396)
H (3.7067, -3.1402, 2.7893)
H (2.3220, -3.9525, 3.5508)
O (-1.2917, 2.7882, -1.9542)
S (-2.6426, 2.0578, -2.1073)
O (-3.1323, 2.1640, -3.4696)
O (-2.2623, 0.6605, -1.7645)
O (-3.5739, 2.5786, -1.0902)
C (1.0436, 5.5795, -3.7620)
C (2.4518, 5.6739, -4.3164)
C (2.8025, 4.5535, -5.2783)
O (3.4956, 5.7764, -3.3220)
P (3.5049, 5.0901, -1.8522)
S (2.4041, 6.0390, -0.5529)
S (3.1368, 3.1595, -1.9848)
O (5.0594, 5.3952, -1.5004)
C (6.2256, 5.1795, -2.3086)
C (6.5011, 6.4062, -3.1672)
C (6.2451, 3.9022, -3.1270)
H (0.3464, 5.6469, -4.6001)
H (0.8445, 6.3871, -3.0623)
H (0.8590, 4.6443, -3.2357)
H (2.5364, 6.6299, -4.8547)
H (2.8340, 3.5979, -4.7581)
H (3.7782, 4.7372, -5.7315)
H (2.0580, 4.5007, -6.0756)
H (7.0260, 5.1077, -1.5600)
H (5.7411, 6.5146, -3.9368)
H (7.4805, 6.3126, -3.6442)
H (6.4909, 7.3084, -2.5564)
H (5.5011, 3.9122, -3.9212)
H (6.0492, 3.0208, -2.5222)
H (7.2408, 3.8226, -3.5756)


Question: What is the formula in the second record?
Answer: C57H69BrN6O7S2ScSiTe